1.
Formula: C42H30CoN4O6PS
Source: the Open Molecules 2025 dataset
Level of theory: ωB97M-V with the def2-TZVPD basis set

Computed properties:
frontier orbital gap (spin up / spin down): 5.8 / 6.5 eV
relative energy (zero: lowest compared OMol25 entry of this formula, charge and spin): 41.17 kcal/mol
E: -4411.189167 hartree
HOMO energy (spin up / spin down): -0.25128 / -0.25391 Ha

```
! wB97M-V def2-TZVPD RIJCOSX def2/J DEFGRID3
* xyz 0 1
Co 0.034 -0.128 0.677
C 6.179 2.797 -5.906
O 6.765 3.703 -4.994
C 5.970 4.218 -4.017
C 6.583 5.101 -3.132
C 5.848 5.680 -2.119
C 4.508 5.353 -1.935
C 3.894 4.493 -2.833
C 4.616 3.932 -3.878
N 3.800 6.082 -0.922
N 2.961 5.555 -0.180
C 2.776 4.150 -0.076
C 3.798 3.226 -0.009
C 3.570 1.869 0.228
C 2.278 1.376 0.388
O 1.972 0.135 0.583
C 1.214 2.339 0.344
N -0.041 1.825 0.527
C -1.071 2.641 0.528
C -0.926 4.029 0.363
C 0.318 4.563 0.172
C 1.446 3.711 0.150
H 6.974 2.487 -6.578
H 5.382 3.273 -6.484
H 5.778 1.919 -5.390
H 7.630 5.335 -3.273
H 6.302 6.398 -1.447
H 2.841 4.263 -2.734
H 4.110 3.282 -4.576
H 4.820 3.564 -0.123
H 4.400 1.177 0.293
H -2.050 2.202 0.673
H -1.807 4.654 0.390
H 0.461 5.628 0.043
O -2.311 -0.390 -0.653
C -1.842 -0.329 0.462
C -2.757 -0.302 1.672
C -4.143 -0.233 1.589
C -4.887 -0.153 2.754
C -4.256 -0.147 3.997
C -2.875 -0.235 4.085
C -2.131 -0.313 2.913
P -0.342 -0.515 2.777
C 0.092 -2.187 2.919
C 1.495 -2.498 3.040
C 2.030 -3.574 2.446
C 1.224 -4.377 1.474
C -0.249 -4.258 1.705
C -0.759 -3.186 2.334
C 0.462 0.421 4.099
C 0.625 -0.154 5.360
C 1.219 0.565 6.385
C 1.654 1.864 6.158
C 1.495 2.442 4.907
C 0.902 1.723 3.880
H -4.610 -0.236 0.612
H -5.966 -0.089 2.704
H -4.849 -0.077 4.900
H -2.385 -0.238 5.050
H 2.129 -1.845 3.629
H 3.075 -3.825 2.565
H 1.526 -5.427 1.470
H -0.893 -5.025 1.293
H -1.835 -3.065 2.400
H 0.293 -1.172 5.529
H 1.346 0.111 7.358
H 2.123 2.424 6.957
H 1.840 3.451 4.726
H 0.791 2.178 2.905
O 2.241 -5.959 -1.328
S 2.794 -4.779 -0.741
O 3.922 -4.901 0.130
N 1.579 -3.928 0.064
C 1.256 -2.738 -0.517
O 0.384 -1.973 -0.137
C 2.101 -2.503 -1.717
C 2.078 -1.383 -2.526
C 2.994 -1.318 -3.567
C 3.905 -2.348 -3.787
C 3.927 -3.474 -2.973
C 3.010 -3.516 -1.944
H 1.371 -0.588 -2.334
H 3.006 -0.451 -4.214
H 4.613 -2.268 -4.601
H 4.634 -4.276 -3.136
*
```

2.
Formula: C15H31IMgP2
Source: the Open Molecules 2025 dataset
Level of theory: ωB97M-V with the def2-TZVPD basis set

Computed properties:
frontier orbital gap: 7.1 eV
relative energy (zero: lowest compared OMol25 entry of this formula, charge and spin): 51.98 kcal/mol
E: -1770.478480 hartree
HOMO energy: -0.25957 Ha

```
! wB97M-V def2-TZVPD RIJCOSX def2/J DEFGRID3
* xyz 0 1
P 1.082 -1.210 -4.845
P 1.729 1.829 -4.617
C 1.131 -0.271 -6.452
C 2.100 0.921 -6.400
H 0.089 0.077 -6.570
H 1.273 -0.921 -7.332
H 3.152 0.578 -6.513
H 1.943 1.637 -7.215
C 0.230 2.633 -5.204
H -0.097 3.353 -4.440
H -0.600 1.963 -5.442
H 0.557 3.164 -6.107
C 2.616 3.387 -4.312
H 2.037 4.124 -3.747
H 2.760 3.837 -5.334
H 3.603 3.182 -3.803
C 0.123 -2.600 -5.588
H 0.145 -3.449 -4.912
H 0.469 -2.981 -6.553
H -0.918 -2.313 -5.679
C 2.624 -2.235 -4.802
H 3.640 -1.781 -4.752
H 2.567 -2.912 -5.656
H 2.477 -2.820 -3.886
Mg 3.276 0.228 -4.296
C -2.176 1.304 -3.232
C -2.999 1.072 -4.256
C -4.174 0.159 -4.392
C -4.073 -1.138 -3.516
C -2.770 -1.868 -3.665
C -1.706 -1.785 -2.858
C -1.173 -0.610 -2.036
C -2.066 0.617 -1.940
C 2.686 -0.367 -2.342
H -1.606 2.250 -3.223
H -2.985 1.775 -5.087
H -4.269 -0.185 -5.443
H -5.171 0.579 -4.098
H -4.293 -0.815 -2.488
H -4.805 -1.886 -3.868
H -2.668 -2.558 -4.548
H -0.852 -2.496 -3.012
H -0.276 -0.330 -2.606
H -0.805 -0.953 -1.056
H -3.041 0.249 -1.630
H -1.662 1.293 -1.173
H 3.568 -0.222 -1.746
H 2.347 -1.395 -2.234
H 1.938 0.303 -1.926
I 5.536 1.415 -3.050
*
```

3.
Formula: C18H14Cl5IMnN2
Source: the Open Molecules 2025 dataset
Level of theory: ωB97M-V with the def2-TZVPD basis set

Computed properties:
frontier orbital gap (spin up / spin down): 6.1 / 6.0 eV
relative energy (zero: lowest compared OMol25 entry of this formula, charge and spin): 43.54 kcal/mol
E: -4553.471852 hartree
HOMO energy (spin up / spin down): -0.26947 / -0.26896 Ha

```
! wB97M-V def2-TZVPD RIJCOSX def2/J DEFGRID3
* xyz 0 6
C 1.869 2.598 0.853
C 2.222 2.034 -0.575
H 1.997 3.680 0.770
H 2.565 2.210 1.598
H 0.835 2.540 1.281
H 1.431 1.611 -1.224
H 2.541 2.906 -1.154
H 3.064 1.338 -0.539
C -2.484 1.765 -0.905
C -3.670 1.563 -1.601
C -3.724 0.530 -2.542
C -2.596 -0.261 -2.730
H -2.367 2.592 -0.196
H -4.513 2.212 -1.387
H -4.636 0.343 -3.105
H -2.580 -1.073 -3.459
N -1.393 1.005 -1.076
C -1.447 -0.039 -1.950
C -0.285 -0.929 -1.930
N 0.717 -0.574 -1.073
C 1.834 -1.334 -1.005
C 0.928 -2.919 -2.574
C 1.983 -2.502 -1.753
H 2.617 -0.989 -0.326
H 2.909 -3.064 -1.666
C -0.211 -2.120 -2.667
H -1.063 -2.398 -3.281
H 0.991 -3.853 -3.128
Mn 0.404 1.146 0.253
I -0.469 4.561 -0.207
Cl -2.304 -0.127 1.617
C -0.875 -0.610 2.446
C 0.346 -0.076 2.049
C 1.472 -0.456 2.771
Cl 3.059 -0.047 2.217
C 1.383 -1.245 3.950
Cl 2.762 -1.530 4.912
C 0.141 -1.809 4.314
Cl 0.005 -2.806 5.690
C -0.993 -1.536 3.513
Cl -2.467 -2.338 3.816
*
```

4.
Formula: C8H10F2N2O2
Source: the Open Molecules 2025 dataset
Level of theory: ωB97M-V with the def2-TZVPD basis set

Computed properties:
frontier orbital gap: 9.1 eV
relative energy (zero: lowest compared OMol25 entry of this formula, charge and spin): 70.28 kcal/mol
E: -770.382095 hartree
HOMO energy: -0.33630 Ha
SMILES string: COC(O[C@@]1(C)C=C(C)N=N1)=C(F)F

```
! wB97M-V def2-TZVPD RIJCOSX def2/J DEFGRID3
* xyz 0 1
C -0.279 -0.422 -0.332
C 0.818 -1.009 0.483
C -0.349 -1.073 -1.503
C 2.604 0.522 0.166
C 0.179 -1.687 1.734
C -1.282 -0.850 -2.641
C 1.935 2.542 1.334
C 3.634 0.023 -0.453
N 1.157 -2.211 -0.456
N 0.459 -2.207 -1.458
O 1.792 -0.160 1.007
O 2.290 1.821 0.108
F 4.031 -1.249 -0.517
F 4.500 0.887 -1.150
H -0.856 0.439 -0.017
H -0.770 -2.095 1.548
H 0.926 -2.311 2.068
H -0.079 -0.925 2.417
H -2.298 -0.666 -2.217
H -1.166 0.130 -3.041
H -1.062 -1.729 -3.220
H 0.978 2.060 1.614
H 1.475 3.467 0.775
H 2.756 2.663 2.108
*
```

5.
Formula: C11H14N2
Source: the Open Molecules 2025 dataset
Level of theory: ωB97M-V with the def2-TZVPD basis set

Computed properties:
frontier orbital gap: 8.1 eV
relative energy (zero: lowest compared OMol25 entry of this formula, charge and spin): 144.30 kcal/mol
E: -536.840091 hartree
HOMO energy: -0.27222 Ha

```
! wB97M-V def2-TZVPD RIJCOSX def2/J DEFGRID3
* xyz 0 1
C 0.180 2.140 -1.540
C -0.851 -1.163 0.793
C 0.190 0.760 -2.219
C 0.340 -0.323 2.617
C 0.963 0.681 1.636
C 0.041 -1.558 1.829
C -0.775 -0.145 -0.233
C 0.261 -0.291 -1.219
C 0.095 1.012 0.383
C -2.200 0.209 -0.688
C 1.422 -1.277 -1.052
N 0.147 2.146 -0.262
N -1.468 -1.821 1.689
H -0.097 3.025 -1.990
H -0.831 0.715 -2.708
H 0.956 0.566 -3.006
H 1.065 -0.535 3.371
H -0.482 0.187 2.974
H 1.336 1.571 1.920
H 1.859 0.351 1.173
H 0.694 -2.367 1.854
H -2.381 0.977 -1.324
H -2.845 0.504 0.270
H -2.502 -0.726 -1.293
H 2.186 -0.879 -1.680
H 1.025 -2.325 -1.426
H 1.670 -1.434 0.130
*
```